{"formula": "C55H64Cl8F3N9NiO3", "method": "ωB97M-V with the def2-TZVPD basis set", "symbols": ["Ni", "C", "O", "O", "C", "F", "F", "F", "C", "C", "H", "H", "H", "H", "H", "H", "C", "C", "O", "H", "H", "H", "H", "H", "N", "C", "C", "C", "C", "C", "H", "H", "H", "H", "H", "N", "C", "C", "C", "C", "C", "H", "H", "H", "H", "H", "N", "C", "C", "C", "C", "C", "H", "H", "H", "H", "H", "N", "C", "C", "C", "C", "C", "H", "H", "H", "H", "H", "N", "C", "C", "C", "C", "C", "H", "H", "H", "H", "H", "N", "C", "C", "C", "C", "C", "H", "H", "H", "H", "H", "N", "C", "C", "C", "C", "C", "H", "H", "H", "H", "H", "N", "C", "C", "C", "C", "C", "H", "H", "H", "H", "H", "N", "C", "C", "C", "C", "C", "H", "H", "H", "H", "H", "C", "Cl", "Cl", "H", "H", "C", "Cl", "Cl", "H", "H", "C", "Cl", "Cl", "H", "H", "C", "Cl", "Cl", "H", "H"], "xyz": [[-18.83259, 6.98680, -18.34749], [-20.79420, 4.89155, -18.54510], [-19.78814, 5.23193, -19.52813], [-20.39374, 5.77381, -17.54245], [-22.24955, 5.22127, -19.18796], [-23.25130, 5.60069, -18.31061], [-22.12308, 6.15556, -20.20348], [-22.70322, 4.06979, -19.71641], [-19.68107, 4.42520, -20.68430], [-18.74339, 5.08987, -21.65070], [-17.80426, 5.22300, -21.11366], [-18.58555, 4.48948, -22.54665], [-19.08019, 6.09252, -21.91405], [-20.64316, 4.26801, -21.17194], [-19.31082, 3.42634, -20.45347], [-20.66370, 3.85560, -18.23226], [-15.33164, 7.09388, -20.96513], [-16.36266, 8.08695, -20.46907], [-17.24753, 7.74446, -19.41205], [-15.74869, 6.09040, -21.04990], [-14.47521, 6.98779, -20.29927], [-14.92077, 7.40507, -21.92557], [-16.89008, 8.37360, -21.37888], [-15.84858, 9.01170, -20.20705], [-18.79321, 8.34521, -16.65921], [-18.34925, 9.63006, -16.84297], [-18.51760, 10.62001, -15.87005], [-19.22138, 10.32855, -14.73871], [-19.75433, 9.05593, -14.51005], [-19.47858, 8.09034, -15.48062], [-17.62060, 9.68384, -17.63831], [-17.92260, 11.51969, -15.81580], [-19.37710, 11.11422, -14.01422], [-20.37604, 8.77725, -13.67207], [-19.81719, 7.08404, -15.28287], [-18.75788, 5.80972, -25.60842], [-19.48506, 6.95570, -25.82255], [-19.15145, 8.14865, -25.28974], [-17.99537, 8.27113, -24.48547], [-17.29565, 7.12685, -24.15837], [-17.70638, 5.90960, -24.71964], [-20.36341, 6.96074, -26.45094], [-19.76027, 8.96163, -25.65689], [-17.78027, 9.23591, -24.05035], [-16.44412, 7.22932, -23.50202], [-17.14316, 5.02007, -24.47895], [-20.27455, 8.24138, -19.33673], [-20.26329, 8.39534, -20.66986], [-21.09219, 9.26433, -21.40776], [-22.15914, 9.90448, -20.76014], [-22.26078, 9.69373, -19.38617], [-21.33319, 8.89126, -18.70832], [-19.49962, 7.84805, -21.20248], [-20.91643, 9.40497, -22.46405], [-22.86273, 10.54274, -21.27394], [-23.12139, 10.04507, -18.83634], [-21.53864, 8.62562, -17.68185], [-19.04828, 13.05775, -18.45684], [-18.91699, 12.11429, -19.46921], [-17.71602, 11.56571, -19.81302], [-16.56906, 11.93358, -19.03274], [-16.67361, 12.92971, -18.04280], [-17.90653, 13.51908, -17.84391], [-19.74547, 11.72733, -20.04391], [-17.57258, 10.80190, -20.56297], [-15.64467, 11.38600, -19.14262], [-15.78856, 13.09621, -17.44666], [-18.01562, 14.32589, -17.13430], [-12.98995, 10.83086, -18.60499], [-12.77079, 10.47528, -19.88974], [-11.77084, 9.55835, -20.22461], [-10.97655, 9.01485, -19.17767], [-11.12158, 9.48714, -17.89305], [-12.14509, 10.36785, -17.61207], [-13.38897, 10.96099, -20.63024], [-11.60316, 9.20721, -21.23207], [-10.24222, 8.28217, -19.47822], [-10.50632, 9.03316, -17.13032], [-12.35560, 10.67166, -16.59729], [-17.41464, 5.71588, -17.29066], [-16.74285, 4.69828, -17.95989], [-15.79298, 3.86917, -17.36404], [-15.55327, 3.98115, -15.99455], [-16.17176, 5.01517, -15.33451], [-17.08485, 5.86960, -15.99588], [-16.91562, 4.62497, -19.02345], [-15.23497, 3.20058, -18.00279], [-14.75427, 3.38115, -15.58467], [-15.79073, 5.20433, -14.34181], [-17.54471, 6.59326, -15.33919], [-16.16457, 14.60138, -23.08329], [-16.74429, 15.52608, -23.89078], [-17.73278, 16.39544, -23.47465], [-18.00435, 16.40643, -22.11916], [-17.42310, 15.46196, -21.27255], [-16.47803, 14.61140, -21.79622], [-16.39902, 15.49771, -24.91371], [-18.22476, 17.03574, -24.19185], [-18.80183, 16.98811, -21.68089], [-17.71417, 15.44673, -20.23263], [-15.96491, 13.87316, -21.19779], [-13.69664, 7.71158, -15.20258], [-13.15367, 8.37790, -14.12050], [-13.52461, 9.64585, -13.79611], [-14.37775, 10.34738, -14.63915], [-14.85111, 9.75838, -15.83842], [-14.50894, 8.41501, -16.00963], [-12.45497, 7.78671, -13.54717], [-13.19278, 10.15319, -12.90230], [-14.66833, 11.32538, -14.28493], [-15.43230, 10.34390, -16.53540], [-14.66666, 7.89432, -16.94258], [-11.11069, 6.99536, -24.78975], [-12.42810, 6.69443, -24.95837], [-13.18780, 6.03951, -23.98303], [-12.66631, 5.79849, -22.74174], [-11.31486, 6.23170, -22.50590], [-10.55417, 6.78573, -23.56518], [-12.80025, 6.92596, -25.94543], [-14.17739, 5.69664, -24.24679], [-13.22073, 5.31346, -21.95195], [-10.78932, 6.03795, -21.58250], [-9.51155, 7.06169, -23.50878], [-15.32187, 2.33589, -21.84818], [-13.80898, 2.20957, -20.83645], [-16.63083, 2.55936, -20.77601], [-15.20151, 3.11307, -22.60289], [-15.45436, 1.37079, -22.33719], [-14.09158, 11.69130, -23.77256], [-15.47623, 11.20363, -22.82996], [-12.74211, 10.57398, -23.67307], [-14.32179, 11.81691, -24.83054], [-13.72752, 12.64364, -23.38706], [-12.36170, 5.50938, -17.20719], [-11.95315, 5.71572, -18.93993], [-11.83035, 3.82534, -16.81405], [-11.74987, 6.23849, -16.67601], [-13.42954, 5.61438, -17.01539], [-15.03236, 8.64275, -26.56929], [-15.21067, 7.08912, -27.44172], [-13.90657, 9.62149, -27.43938], [-15.98286, 9.17505, -26.53327], [-14.65702, 8.43227, -25.56783]], "forces_ev_per_a": [[-0.1346, -0.4343, 0.1604], [1.6091, 4.0076, 1.6693], [-0.3326, -0.8553, -0.9299], [-1.2490, -0.7284, -0.6410], [0.5569, -0.3138, 0.5988], [1.7580, 0.1307, -1.1603], [-0.7731, -1.0765, 1.4396], [-0.1802, 0.1496, -0.5631], [-0.3211, -0.2787, -0.7500], [0.4015, 0.2811, 0.4537], [0.2617, 0.0795, -0.2746], [-0.0613, 0.0374, 0.0746], [-0.1400, -0.1966, -0.2050], [-0.2849, 0.1483, 0.1371], [0.1164, -0.1750, 0.3567], [-0.6416, -0.3838, -0.3189], [0.3862, -0.5553, 0.7192], [-1.4401, 0.1972, 0.9042], [0.8494, -0.1897, -0.6150], [-0.2082, -0.1159, -0.2233], [0.0735, 0.0790, 0.2601], [-0.0628, 0.0818, -0.1301], [-0.7777, 0.1211, -0.4342], [0.4511, 0.3166, 0.2263], [-1.0402, 1.3508, 1.5125], [0.5523, -1.8312, 1.1652], [0.8838, -0.6235, -0.2665], [-1.2045, -0.3357, 1.0242], [0.5433, -0.0761, -1.4885], [0.3107, 0.7499, -0.9575], [-0.3837, 0.3845, -0.5542], [-0.2332, 0.2461, -0.8383], [0.0686, 0.0274, 0.2134], [0.1970, 0.1708, 0.1803], [-0.0130, -0.2606, -0.5895], [0.5463, 0.8756, 1.4805], [1.1795, -2.2767, 0.1487], [1.1590, 1.1687, 0.3555], [-1.5225, -0.0002, -0.2109], [-0.2971, 0.1746, -0.3636], [-1.4667, 0.9426, -1.5721], [0.0214, -0.7578, -0.2666], [0.1409, 0.5342, 0.5437], [0.3941, 0.0707, 0.0001], [0.0809, -0.3690, 0.1129], [-0.1522, -0.2929, -0.2451], [-2.3198, 1.2881, -0.0683], [0.4283, 0.8529, 0.0213], [-0.5514, -0.1274, 0.8757], [1.2611, -0.5086, 0.2957], [0.3098, -0.7744, 0.2099], [0.5976, -0.8068, -1.3941], [0.2213, 0.0522, 0.1363], [-0.0122, -0.2014, -0.0754], [0.0127, -0.0177, -0.1232], [0.0769, 0.2190, 0.0971], [0.4659, 0.1032, 0.2097], [1.1886, -0.0914, -1.1148], [0.3114, 1.2599, 1.5158], [2.6684, 0.3932, 1.3981], [-1.4581, 0.0606, -0.0769], [0.4024, -1.4976, -1.2455], [-1.7721, -1.2907, -0.9729], [-0.7992, 0.4847, 0.4816], [-0.3409, -0.0595, -0.1270], [0.2346, 0.0787, -0.1615], [-0.0411, 0.5451, 0.1098], [-0.3016, 0.0240, 0.1335], [1.0079, -0.1724, 0.9211], [0.8539, -0.3431, 1.4246], [0.3549, -0.4231, 1.2431], [-0.7689, 0.9693, -2.0663], [0.0110, -0.7600, 0.1659], [-1.2826, 0.3144, -2.1292], [-0.1819, -0.1354, -0.1078], [-0.1538, 0.1337, -0.1230], [0.1432, -0.0893, 0.3562], [0.0487, 0.3075, 0.3309], [-0.0760, 0.1900, -0.0336], [1.1829, -1.3498, 0.2101], [-0.1710, 1.3229, 1.0905], [-0.9049, 0.4786, -0.2976], [0.3934, 0.3908, -1.3527], [0.2478, 0.2000, -0.1391], [0.5824, -1.5243, 0.1412], [-0.2294, 0.1698, 0.0150], [-0.0621, -0.2561, 0.0512], [-0.1394, -0.0442, 0.4421], [-0.6189, 0.3142, 0.2913], [-0.1934, 0.4013, -0.6648], [0.2006, 1.0661, -0.9275], [0.3814, -1.2706, 0.5292], [0.5494, 0.1363, 0.1472], [-0.8996, -0.9096, 0.6184], [-0.1422, 0.9943, -0.1135], [0.0007, -0.4539, -0.2877], [-0.1202, 0.0224, -0.1872], [-0.0007, 0.1667, 0.1047], [0.0178, 0.4375, -0.2193], [0.1350, -0.1399, 0.0936], [-0.0697, -0.1139, 0.2306], [0.6421, 1.5049, 1.1435], [-1.0049, -1.9167, -1.6316], [-0.2948, 0.9143, 0.0576], [-0.6217, -0.6084, -0.7512], [0.6195, 0.2424, 1.9817], [1.2466, -0.0487, -0.3672], [0.0352, 0.0515, 0.1976], [0.2767, -0.1861, 0.1022], [-0.1239, 0.2695, -0.4688], [-0.0657, -0.2614, -0.1691], [-0.8624, 0.0058, -0.1876], [-0.9293, 0.0777, 0.8178], [2.0128, -0.2442, 0.6590], [-0.2920, 0.3034, -0.8903], [2.4988, 0.8112, 0.6213], [-0.2151, -0.2483, -1.1556], [-2.3380, -0.5309, -0.6541], [-0.2341, -0.1228, -0.0435], [-0.2429, 0.1112, 0.0195], [-0.0432, -0.0569, 0.0197], [-0.2568, 0.0047, 0.2655], [0.0767, -0.0898, 0.3605], [1.5223, -0.9394, -0.1868], [-0.3191, 0.1942, -0.7391], [-1.2213, 0.3682, 0.4603], [-0.0602, 0.1339, 0.4136], [0.1759, 0.1726, 0.0325], [0.6079, 1.0159, -0.3925], [-0.3610, -0.3062, 0.0962], [0.2509, -0.5367, 0.0263], [-0.3294, -0.1778, 0.2365], [-0.2652, -0.1066, 0.0089], [0.8003, -0.6131, -0.5567], [-0.5017, 0.3022, 0.1224], [-0.3796, 0.6212, 0.4220], [-0.3050, -0.3357, 0.1514], [0.2598, -0.0246, -0.1549], [-0.4700, -0.5525, 0.1288], [-0.3286, 0.1155, 0.3753], [0.7406, 0.8117, -0.2404], [0.0371, -0.3731, -0.0120], [-0.0376, 0.0330, -0.1403]], "lowdin_charge": [0.6651, -0.3316, -0.1747, -0.2454, -0.4488, 0.1007, 0.1033, 0.1122, -0.2689, -0.0834, 0.0360, 0.0718, 0.0616, 0.1170, 0.0924, 0.1528, -0.1026, -0.4219, -0.3473, 0.0554, 0.0443, 0.0489, 0.0612, 0.0707, 0.0335, -0.0841, -0.0635, -0.0726, -0.0382, -0.1148, 0.0885, 0.0951, 0.1079, 0.1060, 0.1056, 0.0787, -0.1572, -0.0937, -0.0780, -0.0922, -0.1478, 0.1013, 0.1002, 0.0861, 0.0778, 0.0930, 0.0454, -0.1209, -0.0435, -0.0603, -0.0612, -0.0761, 0.0855, 0.0961, 0.1060, 0.1036, 0.1080, 0.0694, -0.1342, -0.0810, -0.0701, -0.0929, -0.1749, 0.0895, 0.0777, 0.0735, 0.0993, 0.0972, 0.0583, -0.1475, -0.0571, -0.1016, -0.0916, -0.1284, 0.0634, 0.0658, 0.0889, 0.1018, 0.0871, 0.0532, -0.0807, -0.0658, -0.0846, -0.0599, -0.1070, 0.0537, 0.0811, 0.0973, 0.1032, 0.0871, 0.0511, -0.1399, -0.0751, -0.0750, -0.0616, -0.1711, 0.0983, 0.1013, 0.1035, 0.0933, 0.0815, 0.0651, -0.1283, -0.0962, -0.0709, -0.0568, -0.1502, 0.1008, 0.1029, 0.1021, 0.0823, 0.1059, 0.0520, -0.1449, -0.0912, -0.0783, -0.0595, -0.1342, 0.0619, 0.0911, 0.0744, 0.0613, 0.0963, -0.9881, 0.4634, 0.6385, 0.0276, 0.0276, -1.0470, 0.5556, 0.5438, 0.0230, 0.0239, -0.9472, 0.5188, 0.4748, 0.0142, 0.0005, -1.0593, 0.5099, 0.5481, 0.0237, 0.0027], "molar_mass_g_mol": 1298.5, "spin_multiplicity": 3, "max_force_ev_per_a": 4.63, "energy_ha": -8342.05642, "homo_ev": [-7.692, -7.626], "s_squared": 2.00, "gap_ev": [8.02, 7.96]}